87
Properties=species:S:1:pos:R:3 method="wB97M-V/def2-TZVPD" homo_ev="-9.985 / -9.983" total_charge=+1 spin_multiplicity=2 gap_ev="7.632 / 5.485"
Cd 0.00615 -0.34290 0.08732
C -4.20013 0.58186 2.32305
C -3.65058 0.22919 1.07224
N -2.33198 0.27066 1.08787
N -2.02355 0.65739 2.34299
C -3.11975 0.82938 3.12521
B 0.28550 1.80908 2.56078
N -0.16151 2.65412 1.36730
C -0.32028 3.98478 1.16300
C -0.54872 4.19572 -0.17239
C -0.51914 2.91268 -0.73829
N -0.29501 1.99627 0.18636
N 1.70296 1.25295 2.34560
C 2.76060 1.25129 3.19550
C 3.80679 0.61337 2.57534
C 3.29146 0.24472 1.32334
N 2.03456 0.63487 1.18829
N 0.34226 2.56834 3.91274
C 0.78137 3.78330 4.25451
C 0.62529 3.97700 5.61667
C 0.08093 2.79686 6.08598
N -0.05888 1.94826 5.05805
H -5.24085 0.64062 2.59274
H -4.16167 -0.05833 0.16657
H -3.02668 1.09070 4.16653
H -0.29752 4.69950 1.96776
H -0.72846 5.13607 -0.66522
H -0.68303 2.61875 -1.76287
H 2.70858 1.69490 4.17831
H 4.79788 0.45129 2.96506
H 3.78309 -0.27002 0.51292
H 1.22071 4.43787 3.51900
H 0.87208 4.85479 6.18988
H -0.21238 2.48594 7.07571
C -2.16368 -1.38799 6.80188
C -0.85211 -2.13788 6.57515
C -1.04083 -3.24445 5.53539
C 0.32460 -1.21382 6.24157
N 0.17929 -0.37286 5.03205
C 0.34762 -0.99750 3.83123
N -0.17813 -0.62700 2.72441
N -0.71857 0.64209 2.79326
N -0.66576 0.70323 5.20636
H -2.90931 -2.06887 7.21342
H -2.55407 -0.99050 5.86023
H -2.04356 -0.55109 7.49321
H -0.55980 -2.60760 7.51872
H -1.30595 -2.83771 4.55421
H -1.85866 -3.90188 5.83451
H -0.14157 -3.85493 5.42361
H 1.22462 -1.81204 6.08350
H 0.51240 -0.53354 7.06822
H 0.89793 -1.93469 3.83921
C -4.40522 -4.37634 0.66088
C -3.77548 -4.76020 -0.51437
C -2.49368 -4.30481 -0.80106
C -1.81955 -3.45364 0.07823
C -2.47332 -3.07668 1.25825
C -3.75002 -3.53370 1.55112
Si -0.09404 -2.82496 -0.31624
C 1.12842 -3.47915 0.95699
C 2.47564 -3.11072 0.88180
C 3.38738 -3.51341 1.84694
C 2.96644 -4.29597 2.91615
C 1.63485 -4.67941 3.00568
C 0.72373 -4.27263 2.03448
C 0.37792 -3.34489 -2.05141
C -0.27218 -2.75665 -3.14086
C 0.03278 -3.12810 -4.44184
C 1.00650 -4.09198 -4.67690
C 1.66439 -4.68380 -3.60962
C 1.34828 -4.31559 -2.30626
H -5.40333 -4.73282 0.88421
H -4.28129 -5.41999 -1.20887
H -2.01191 -4.61815 -1.72120
H -1.97442 -2.40557 1.95195
H -4.23780 -3.23024 2.47081
H 2.81394 -2.49663 0.05130
H 4.42928 -3.22662 1.76516
H 3.67835 -4.62268 3.66443
H 1.30921 -5.31622 3.82033
H -0.31147 -4.59309 2.10564
H -1.02943 -1.99710 -2.96700
H -0.48577 -2.66699 -5.27367
H 1.25120 -4.37891 -5.69224
H 2.42065 -5.43790 -3.79072
H 1.85970 -4.79670 -1.47866

***

82
Properties=species:S:1:pos:R:3 method="wB97M-V/def2-TZVPD" homo_ev=-5.809 total_charge=0 gap_ev=5.055
Cd -0.26822 1.77662 0.49936
C -1.99228 1.10811 -2.87797
C -1.95994 -0.22106 -2.68327
C -1.22528 -1.21220 -3.52742
C 0.17403 -0.71908 -3.99403
C 0.92302 0.07888 -2.95573
C 0.78832 1.40099 -2.79862
C 0.05303 2.26529 -3.80209
C -1.39746 1.80793 -4.05358
C 1.59285 0.16351 2.48360
H -2.66809 1.75152 -2.27889
H -2.70763 -0.70215 -2.03300
H -1.83408 -1.45911 -4.42123
H -1.10719 -2.17137 -3.00401
H 0.77792 -1.60242 -4.25730
H 0.05569 -0.20256 -4.96410
H 1.73129 -0.46547 -2.45635
H 1.39172 1.94685 -2.07727
H 0.56449 2.25562 -4.77992
H 0.05292 3.32366 -3.47925
H -2.02013 2.69434 -4.26130
H -1.49070 1.18739 -4.95525
H 0.80930 0.91983 2.56667
H 2.34545 0.34799 3.26473
H 1.09302 -0.79659 2.66891
P -1.65862 -0.85365 0.39085
P 2.36432 0.03350 0.91372
C -0.05295 -1.20310 -0.37696
C 1.29526 -0.89273 -0.18685
C -2.54512 -2.39471 0.71464
C -2.87751 -3.39832 -0.22327
C -3.64722 -4.48019 0.20666
C -4.04622 -4.60297 1.53931
C -3.67586 -3.63182 2.47021
C -2.94495 -2.53466 2.05855
C -2.78708 0.50708 -0.02885
C -2.28582 1.89162 -0.18384
C -3.20974 2.97759 -0.02250
C -4.56911 2.73021 -0.10407
C -5.04274 1.41473 -0.08424
C -4.17772 0.32100 0.01114
C 3.80924 -1.03995 1.13093
C 3.57419 -2.33303 1.62756
C 4.64501 -3.18987 1.88852
C 5.95923 -2.78063 1.63338
C 6.17978 -1.50402 1.10741
C 5.11927 -0.63154 0.85050
C 2.89551 1.69838 0.45967
C 2.62436 2.86387 1.23081
C 2.86348 4.13272 0.68651
C 3.39476 4.28228 -0.59910
C 3.67416 3.13535 -1.34984
C 3.46019 1.85834 -0.81976
H -0.20418 -1.98847 -1.13906
H 1.95147 -1.51357 -0.81950
H -2.54450 -3.32276 -1.26122
H -3.94868 -5.24083 -0.50741
H -4.63657 -5.45738 1.86372
H -3.97390 -3.72656 3.50838
H -2.65200 -1.75992 2.75439
H -1.48309 2.03743 -0.97630
H -2.82053 3.98366 0.15825
H -5.26938 3.56185 -0.10541
H -6.12114 1.24151 -0.10828
H -4.57424 -0.68847 0.11316
H 2.55613 -2.64088 1.86548
H 4.46139 -4.17095 2.32112
H 6.79814 -3.45703 1.84371
H 7.20119 -1.18502 0.92228
H 5.31090 0.37913 0.49446
H 2.18219 2.79991 2.23597
H 2.63337 5.03538 1.25990
H 3.57420 5.27805 -1.02839
H 4.06839 3.22359 -2.36641
H 3.68515 0.97437 -1.42462
F -2.45014 -1.27151 4.55238
Te -1.19780 0.17188 4.71906
F -1.13173 -0.36041 6.55904
F 0.17422 -1.15313 4.45235
F -2.55639 1.40302 5.24339
F 0.19966 1.37282 5.16855
O -1.25227 0.62228 2.93725

***

76
Properties=species:S:1:pos:R:3 method="wB97M-V/def2-TZVPD" homo_ev="-12.499 / -12.940" total_charge=+2 spin_multiplicity=5 gap_ev="7.737 / 3.715"
Pt 0.08723 0.11909 0.07079
C -1.96714 0.00058 0.86271
C -1.96190 -0.44096 -0.48137
C -2.51837 0.41026 -1.60006
C -1.47074 1.33538 -2.26548
C -0.30770 1.69158 -1.37065
C -0.47332 2.24166 -0.05987
C -1.82502 2.55116 0.54438
C -2.49429 1.35347 1.27305
C 2.00035 0.25423 -0.60302
H -1.96280 -0.76553 1.65024
H -1.96632 -1.52644 -0.66248
H -3.38196 1.00066 -1.26805
H -2.89255 -0.27000 -2.37619
H -1.05513 0.80151 -3.13235
H -1.95407 2.24678 -2.65768
H 0.62837 1.92410 -1.89248
H 0.38388 2.78518 0.36511
H -2.50705 2.97524 -0.21200
H -1.68057 3.34410 1.29035
H -2.31486 1.47684 2.35150
H -3.58450 1.39439 1.12841
H 2.57291 -0.50361 -0.05504
H 2.39657 1.25648 -0.38712
H 2.03082 0.07165 -1.69328
P 0.09808 -2.21902 -9.42214
P 2.03118 0.38759 -9.68238
C -0.52307 -0.64759 -10.06654
C 0.28308 0.44741 -10.15641
C -0.75692 -3.41640 -10.53018
C -1.95179 -3.13867 -11.21338
C -2.55837 -4.12320 -11.99607
C -1.98640 -5.39536 -12.10213
C -0.78736 -5.66924 -11.43718
C -0.16076 -4.68440 -10.67427
C -0.82964 -2.38545 -7.83593
C -0.45970 -1.54155 -6.76776
C -1.19462 -1.56562 -5.58020
C -2.31599 -2.39666 -5.45971
C -2.64838 -3.27101 -6.50267
C -1.88228 -3.29779 -7.66950
C 2.73458 1.14433 -11.22330
C 2.71012 0.36508 -12.39727
C 3.07320 0.92912 -13.62144
C 3.46206 2.27174 -13.69536
C 3.54160 3.03134 -12.52257
C 3.21770 2.46069 -11.28658
C 2.10486 1.78686 -8.49580
C 3.23744 1.85272 -7.66459
C 3.41808 2.94815 -6.82124
C 2.46421 3.97286 -6.78375
C 1.31574 3.88238 -7.57701
C 1.11188 2.77544 -8.40453
H -1.57443 -0.59584 -10.37367
H -0.07869 1.38843 -10.59314
H -2.42024 -2.16242 -11.13572
H -3.48111 -3.89640 -12.52566
H -2.47128 -6.16860 -12.69858
H -0.33316 -6.66047 -11.50881
H 0.78533 -4.88710 -10.16711
H 0.38582 -0.85970 -6.87823
H -0.90081 -0.92289 -4.74482
H -2.92325 -2.37256 -4.55241
H -3.50901 -3.93469 -6.41170
H -2.11810 -4.00932 -8.46054
H 2.37087 -0.67072 -12.35368
H 3.03192 0.32454 -14.53158
H 3.70780 2.72380 -14.65721
H 3.84770 4.07813 -12.56560
H 3.30761 3.05232 -10.37687
H 3.97572 1.04936 -7.70611
H 4.31375 3.00452 -6.19904
H 2.61938 4.83711 -6.13485
H 0.57138 4.67910 -7.55104
H 0.19589 2.68990 -8.98219
Cl 0.64480 -0.71123 2.24014

***

89
Properties=species:S:1:pos:R:3 method="wB97M-V/def2-TZVPD" homo_ev=-5.378 total_charge=0 gap_ev=4.581
Sc -0.12459 0.30255 0.03086
C 1.98269 1.81578 -3.84713
C 1.78131 1.07214 -2.72380
N 0.55563 0.90169 -2.17341
C -0.48688 1.44326 -2.85206
C -0.23127 2.27167 -3.97275
N 0.96310 2.46806 -4.46334
C -1.78720 1.08865 -2.37440
C -2.95201 1.46485 -2.98765
C -4.20498 1.00404 -2.52246
C -4.19052 0.12144 -1.44403
C -3.01028 -0.24217 -0.82736
N -1.77002 0.26660 -1.23941
C -2.95389 -1.00449 0.35167
C -4.06083 -1.69482 0.92774
N -4.01488 -2.30639 2.07240
C -2.81036 -2.27255 2.72730
C -1.71942 -1.68105 2.18583
N -1.74108 -1.04239 0.98060
C -5.46658 1.44732 -3.13926
C -5.55240 1.77934 -4.49075
C -6.75887 2.20885 -5.01625
N -7.88312 2.33023 -4.30773
C -7.80204 2.00684 -3.01552
C -6.64209 1.57329 -2.39698
H 2.97183 1.92649 -4.27120
H 2.61263 0.58907 -2.23007
H -1.04793 2.78618 -4.46488
H -2.91409 2.12881 -3.84177
H -5.12542 -0.28337 -1.08051
H -5.00138 -1.74239 0.39018
H -2.75568 -2.76117 3.69180
H -0.76816 -1.70500 2.70243
H -4.69158 1.67806 -5.14001
H -6.83058 2.46441 -6.06858
H -8.71689 2.11054 -2.44079
H -6.64873 1.35859 -1.33554
C -3.28213 3.67779 1.33769
C -2.52913 2.53286 0.67070
N -1.20209 2.19157 1.23407
C -0.28566 3.35382 1.22182
C 0.15673 3.75410 -0.17786
C -1.33989 1.67404 2.60840
C -0.02333 1.11282 3.14656
N 0.76654 0.59382 2.03753
C 2.08877 0.39213 2.22699
C 2.88635 0.30721 1.07889
F 2.19549 0.45172 -0.10469
C 4.25014 0.18484 1.06381
F 4.89853 0.20694 -0.11421
C 4.94933 0.07136 2.25057
C 4.19701 0.11570 3.41032
F 4.81516 -0.00065 4.59382
C 2.82380 0.27279 3.41843
F 2.19440 0.27778 4.61068
H -4.26896 3.74473 0.87701
H -3.42953 3.51639 2.40654
H -2.79438 4.64445 1.19880
H -3.12888 1.62658 0.72325
H -2.39935 2.75239 -0.38918
H -0.76056 4.20392 1.72150
H 0.59122 3.08889 1.80840
H -0.67470 4.07871 -0.80630
H 0.87077 4.57656 -0.11629
H 0.66545 2.93558 -0.69313
H -1.69577 2.45615 3.28675
H -2.10052 0.89692 2.57904
H 0.52460 1.90039 3.67395
H -0.26273 0.35630 3.89840
H 6.02352 -0.04062 2.27534
O 4.05451 -2.59331 -2.84191
C 3.88773 -2.50957 -1.42717
C 3.08405 -3.71604 -0.95290
C 3.99292 -4.95824 -0.84174
O 4.94974 -5.08439 -1.87602
C 2.54884 -3.42923 0.45243
Se 0.79532 -2.51451 0.43573
C 1.91047 -4.00484 -1.89916
Se 0.72018 -2.45343 -1.89787
H 4.61766 -1.86987 -3.13129
H 3.35509 -1.59627 -1.16013
H 4.85680 -2.51316 -0.91946
H 3.35486 -5.84816 -0.77738
H 4.56776 -4.90225 0.08460
H 4.59105 -4.72688 -2.69628
H 3.25229 -2.83750 1.03998
H 2.33990 -4.35790 0.97962
H 1.34098 -4.86829 -1.56126
H 2.23021 -4.14801 -2.92924

***

76
Properties=species:S:1:pos:R:3 method="wB97M-V/def2-TZVPD" homo_ev="-12.303 / -12.301" total_charge=+2 spin_multiplicity=5 gap_ev="6.484 / 1.912"
Pd 1.70422 -1.21552 -3.08894
C -1.84345 -0.04707 0.26459
C -2.28703 -0.27216 -0.98193
C -2.89015 0.68255 -1.97302
C -1.88457 1.61812 -2.74401
C -0.69473 2.14123 -2.02123
C -0.67147 2.53217 -0.74777
C -1.90305 2.53124 0.12152
C -1.98200 1.25457 0.99795
C 2.58677 -0.12489 -1.74817
H -1.50573 -0.88862 0.87187
H -2.07932 -1.25922 -1.41562
H -3.70128 1.27379 -1.51730
H -3.34006 0.05274 -2.76145
H -1.52817 1.06447 -3.62452
H -2.47854 2.44169 -3.16273
H 0.22932 2.18934 -2.63336
H 0.25898 2.87058 -0.26442
H -2.79545 2.63569 -0.49918
H -1.86679 3.42105 0.77352
H -1.19367 1.35004 1.75144
H -2.94890 1.26136 1.50987
H 2.37457 -0.62311 -0.78634
H 1.83660 0.67443 -1.92176
H 3.62157 0.24813 -1.88577
P -0.04039 -2.07371 -8.84755
P 1.83956 0.45910 -9.27618
C -0.73865 -0.51568 -9.46318
C 0.08215 0.54946 -9.70036
C -0.74375 -3.29200 -10.05108
C -1.87613 -3.05641 -10.85171
C -2.31946 -4.02224 -11.76188
C -1.63257 -5.22939 -11.89510
C -0.48507 -5.47232 -11.12204
C -0.04573 -4.50887 -10.21218
C -1.02202 -2.24594 -7.30189
C -0.67544 -1.39764 -6.22894
C -1.33546 -1.53220 -5.01516
C -2.36168 -2.46309 -4.84730
C -2.72762 -3.27114 -5.92700
C -2.05419 -3.17589 -7.14809
C 2.52703 1.12151 -10.88865
C 2.41766 0.29854 -12.02653
C 2.96345 0.70856 -13.24645
C 3.60926 1.94850 -13.34094
C 3.68816 2.78543 -12.22294
C 3.15094 2.37200 -10.99690
C 2.03154 1.89880 -8.15152
C 3.21444 1.94240 -7.38701
C 3.43222 3.01010 -6.51540
C 2.48582 4.02880 -6.38716
C 1.30738 3.97164 -7.13990
C 1.06730 2.90302 -8.00648
H -1.83164 -0.47671 -9.60437
H -0.26991 1.46657 -10.19492
H -2.39843 -2.10634 -10.76745
H -3.20221 -3.81770 -12.37442
H -1.97891 -5.98011 -12.59964
H 0.06450 -6.41248 -11.23305
H 0.85228 -4.68947 -9.61514
H 0.11240 -0.64676 -6.34447
H -1.00002 -0.95986 -4.15386
H -2.85870 -2.54632 -3.87882
H -3.53436 -3.99034 -5.80953
H -2.33798 -3.81674 -7.98213
H 1.89206 -0.65313 -11.95705
H 2.88076 0.06591 -14.12309
H 4.04392 2.26640 -14.29119
H 4.17108 3.76439 -12.29564
H 3.21034 3.03290 -10.13356
H 3.95653 1.14847 -7.49022
H 4.35222 3.04965 -5.93522
H 2.65502 4.86036 -5.70357
H 0.56374 4.75830 -7.05343
H 0.13864 2.84880 -8.57188
F 0.03646 -2.24633 -2.57648

***

84
Properties=species:S:1:pos:R:3 method="wB97M-V/def2-TZVPD" homo_ev=-1.999 total_charge=-2 gap_ev=5.691
In -0.10623 0.02229 0.22617
C 2.62530 2.81455 0.00627
C 1.76031 3.89658 -0.57543
C 1.86490 5.20548 -0.12926
C 1.08566 6.21823 -0.67389
C 0.20508 5.90225 -1.69771
C 0.07703 4.60082 -2.17422
C -0.90989 4.30549 -3.27148
C 0.84590 3.56386 -1.59715
N 0.62037 2.22604 -1.89583
C 0.87732 1.75775 -3.10031
O 1.52545 2.30878 -4.02220
C 0.23123 0.41375 -3.43629
C 0.10389 0.12475 -4.79314
C -0.55823 -1.02592 -5.18138
C -1.06454 -1.86114 -4.20257
C -0.88121 -1.52198 -2.86557
N -0.24521 -0.40829 -2.49265
C -1.44936 -2.49372 -1.83106
O -1.93959 -3.55214 -2.27704
N -1.37210 -2.10984 -0.56867
C -1.69266 -3.00053 0.46230
C -0.95526 -4.17903 0.69072
C 0.13105 -4.59254 -0.25926
C -1.21641 -4.94319 1.82199
C -2.20742 -4.58746 2.72309
C -2.95638 -3.44549 2.47888
C -2.71258 -2.65203 1.36613
C -3.54024 -1.42175 1.10941
H 3.44700 3.23587 0.58895
H 3.03608 2.20389 -0.79994
H 2.04330 2.15537 0.65663
H 2.57415 5.43981 0.65946
H 1.16089 7.23432 -0.30256
H -0.40533 6.68467 -2.14022
H -1.41396 5.22211 -3.58643
H -1.66695 3.58412 -2.94583
H -0.39050 3.86446 -4.12392
H 0.53042 0.82345 -5.49735
H -0.68037 -1.26568 -6.23189
H -1.59186 -2.77785 -4.41877
H 0.76475 -3.73825 -0.50858
H -0.30327 -4.94147 -1.19752
H 0.75285 -5.37765 0.17495
H -0.61467 -5.82872 2.00453
H -2.39051 -5.18810 3.60731
H -3.74055 -3.15465 3.17170
H -4.40703 -1.39276 1.77277
H -3.88631 -1.40111 0.07391
H -2.95698 -0.51190 1.26250
O 2.42804 -0.58952 3.34921
C 1.70627 -1.44591 2.79707
O 0.51671 -1.35552 2.41541
C 2.35731 -2.80490 2.54830
C 2.39973 -3.75246 3.56615
C 2.92699 -5.01558 3.34899
C 3.43333 -5.35509 2.10062
C 3.42562 -4.41389 1.08309
C 2.89762 -3.14539 1.30663
S 2.94443 -1.98997 -0.05021
H 1.98544 -3.49469 4.53429
H 2.94168 -5.74197 4.15368
H 3.84803 -6.34058 1.92286
H 3.83018 -4.65004 0.10606
C -3.12128 2.21646 -0.84829
O -3.30298 2.17987 0.55633
C -3.03185 3.39226 1.20731
C -1.56601 3.81627 1.23165
O -0.66377 2.83759 1.69070
C -0.87245 2.42502 3.02478
H -3.76529 2.98485 -1.29846
H -3.40710 1.23403 -1.22399
H -2.07877 2.39832 -1.12916
H -3.39994 3.25675 2.22673
H -3.60394 4.21456 0.74817
H -1.50738 4.71210 1.87053
H -1.21824 4.08841 0.23514
H -0.92040 3.29249 3.69835
H -0.02841 1.79055 3.29341
H -1.78928 1.83493 3.13391
I 6.22630 -1.61266 0.42460
C 4.18508 -0.85052 0.51463
H 4.04200 -0.55755 1.55259
H 4.17496 0.00633 -0.15061